Computed, not measured: 2 unconnected molecules or ions with the total composition C3H7NO at a distorted geometry, with ωB97M-V/def2-TZVPD.

XYZ file:
```
12
Properties=species:S:1:pos:R:3
C 2.8167 0.6161 1.7597
C 3.3976 -0.6012 2.0787
H 1.8299 0.8026 2.2134
H 3.1699 1.2633 0.9981
H 2.8359 -1.6202 2.2471
H 4.4355 -0.5510 2.3858
C -2.0883 0.2868 -1.5364
N -1.9446 0.3338 -0.2347
O -2.2064 -0.7447 -2.3297
H -2.0873 1.2586 -2.0429
H -1.7198 -0.4799 0.3285
H -1.9563 1.1385 0.3384
```

Computed properties:
E_HOMO ... -9.090 eV
E_tot ... -248.40213 Eh
Energy relative to the best compared isomer or geometry (same formula, charge and spin) ... 326.5 kJ/mol
Structure (SMILES) ... NC=O.C=C
LUMO energy ... 0.0200 Ha
M ... 73.095 Da